<P>
DFT (ωB97M-V with the def2-TZVPD basis set) results for the ion C4H12N2P with charge +1.

```
19
Properties=species:S:1:pos:R:3
C 1.6895 0.8548 0.9374
C -1.9398 -1.1392 0.7046
C 1.9799 -0.2004 -0.2279
C 0.8624 -0.1561 -1.2906
N -0.1089 -0.8756 -0.6850
N -1.0844 -0.3167 -0.2712
P -1.6707 1.2730 -0.7567
H 0.7553 0.6812 1.3977
H 2.4155 0.7069 1.7323
H 1.8162 1.8576 0.6136
H -1.8021 -0.6989 1.6661
H -1.6894 -2.2110 0.7298
H -3.0097 -1.0426 0.5203
H 2.0349 -1.1220 0.3137
H 3.0220 0.0233 -0.7576
H 0.6448 0.8318 -1.8010
H 1.2185 -0.6330 -2.1662
H -2.1613 1.4398 0.5342
H -2.9728 0.7271 -1.1936
```

Results
Charge = +1
E_HOMO = -14.951 eV
Lowest unoccupied orbital energy = -5.121 eV

Okay, here come the Löwdin numbers, in e, for every atom: number 1, C, carries -0.073; number 2, C, carries -0.007; number 3, C, carries -0.158; number 4, C, carries -0.273; number 5, N, carries 0.065; number 6, N, carries -0.387; number 7, P, carries 0.984; number 8, H, carries 0.035; number 9, H, carries 0.082; number 10, H, carries 0.064; number 11, H, carries 0.078; number 12, H, carries 0.111; number 13, H, carries 0.083; number 14, H, carries 0.097; number 15, H, carries 0.168; number 16, H, carries 0.111; number 17, H, carries 0.124; number 18, H, carries -0.076; number 19, H, carries -0.028

<Q>
DFT (ωB97M-V with the def2-TZVPD basis set) results for the ion C4H12N2P with charge +1.

```
19
Properties=species:S:1:pos:R:3
C 2.3919 -0.4686 -0.2203
C 1.0840 -1.3553 0.1433
C 2.0573 0.9054 0.1946
C -2.7825 0.0603 -0.0117
N -0.3717 -0.9595 0.1135
N 0.8706 1.3959 0.1170
P -1.0349 0.5643 -0.0512
H 2.4548 -0.4110 -1.2342
H 3.2859 -0.8583 0.2186
H 1.1849 -2.2882 -0.4936
H 1.3350 -1.6301 1.1146
H 2.8885 1.6876 0.2758
H -2.7560 -0.9337 -0.6341
H -3.4707 0.8525 -0.3261
H -2.9309 -0.0744 1.1000
H 0.9516 2.3598 0.4116
H -0.9366 1.3074 1.1004
H -0.8843 -1.7554 0.6533
H -0.7566 0.9322 -1.4009
```

Results
Charge = +1
E_HOMO = -13.972 eV
Lowest unoccupied orbital energy = -3.415 eV

Okay, here come the Löwdin numbers, in e, for every atom: number 1, C, carries -0.094; number 2, C, carries -0.172; number 3, C, carries -0.124; number 4, C, carries -0.259; number 5, N, carries -0.227; number 6, N, carries -0.049; number 7, P, carries 0.775; number 8, H, carries 0.090; number 9, H, carries 0.124; number 10, H, carries 0.134; number 11, H, carries 0.079; number 12, H, carries 0.162; number 13, H, carries 0.090; number 14, H, carries 0.048; number 15, H, carries 0.064; number 16, H, carries 0.098; number 17, H, carries 0.033; number 18, H, carries 0.161; number 19, H, carries 0.066

<Q> is the most stable structure; the next one sits 101.2 kJ/mol above it.